No. 1
The following is a DFT calculation (the ωB97M-V functional and the def2-TZVPD basis) of a structure of composition C21H37BEuN11O7S in a non-equilibrium geometry.

Properties
energy above the lowest of the compared OMol25 structures with the same formula, charge and spin	9.6	kcal/mol
lowest unoccupied orbital energy (alpha / beta)	-2.2 / -0.3	eV
<S²>	12.010
HOMO-LUMO gap (alpha / beta)	0.244 / 0.314	hartree
2S+1	7

Each line ends with the Mulliken spin population.
Positions of all 79 atoms, in Å:
Eu -0.24 0.37 -0.22  6.03
C -2.66 1.87 2.85  0.00
C -2.92 0.55 3.60  0.00
C -3.18 0.74 5.09  0.00
C -1.81 -0.40 3.40  0.00
C -1.12 -1.20 4.39  0.00
C -0.39 -2.10 3.67  0.00
N -0.48 -1.82 2.34  0.00
N -1.39 -0.78 2.19  0.00
B 0.45 -2.58 1.33  -0.01
N -0.06 -2.83 -0.10  0.00
C 0.58 -3.80 -0.84  0.00
C 0.35 -3.58 -2.18  0.00
C -0.51 -2.43 -2.28  0.00
N -0.76 -2.01 -0.99  0.00
C -1.15 -1.78 -3.46  0.00
C -2.52 -1.17 -3.18  0.00
C -0.21 -0.87 -4.23  0.00
N 1.90 -1.99 1.33  0.00
C 3.07 -2.55 1.72  0.00
C 4.13 -1.70 1.46  0.00
C 3.52 -0.56 0.80  0.01
N 2.19 -0.77 0.74  -0.01
C 4.30 0.57 0.14  0.00
C 3.40 1.42 -0.72  0.00
C 5.47 -0.10 -0.59  0.00
H -3.47 2.58 3.09  0.00
H -1.73 2.36 3.09  0.00
H -2.67 1.75 1.77  0.00
H -3.82 0.05 3.12  0.00
H -2.30 1.11 5.60  0.00
H -3.95 1.47 5.28  0.00
H -3.42 -0.18 5.60  0.00
H -1.17 -1.09 5.50  0.00
H 0.19 -2.93 4.05  0.00
H 0.52 -3.71 1.75  0.00
H 1.02 -4.67 -0.41  0.00
H 0.81 -4.15 -2.99  0.00
H -1.31 -2.62 -4.23  0.00
H -2.53 -0.58 -2.27  0.00
H -3.03 -0.66 -3.99  0.00
H -3.18 -2.00 -2.94  0.00
H 0.99 0.97 -4.12  0.00
H 1.59 -1.34 -3.79  0.00
H -0.72 -0.58 -5.15  0.00
H 3.09 -3.53 2.23  0.00
H 5.21 -1.81 1.59  0.00
H 4.73 1.16 0.91  0.00
H 2.76 0.84 -1.41  0.00
H 2.75 2.02 -0.10  0.00
H 4.00 2.16 -1.26  0.00
H 5.07 -0.83 -1.32  0.00
H 6.04 0.67 -1.10  0.00
H 6.09 -0.55 0.17  0.00
N -2.29 3.12 -1.76  0.00
N -2.42 2.91 -3.16  0.00
C -1.52 2.05 -3.70  0.00
N -1.57 1.93 -5.05  0.00
N -0.71 1.37 -2.91  0.00
N 0.27 0.49 -3.50  0.00
O 1.04 0.03 -2.42  0.00
O 1.01 -1.49 -4.62  0.00
H -2.52 2.22 -1.24  0.00
H -3.12 3.66 -1.55  0.00
H -2.46 3.83 -3.62  0.00
H -2.46 2.21 -5.53  0.00
H -0.91 1.29 -5.47  0.00
O -4.81 0.17 -0.50  0.00
C -3.66 0.00 -0.14  0.00
O -2.66 0.77 -0.32  -0.02
H -3.39 -0.96 0.45  0.00
C 1.67 1.87 3.17  0.00
S 1.07 3.12 1.91  0.00
O 2.20 3.88 1.40  0.00
O 0.00 3.89 2.53  0.00
O 0.46 2.26 0.80  0.00
H 2.39 2.35 3.85  0.00
H 2.06 0.98 2.67  0.00
H 0.78 1.63 3.75  0.00



No. 2
The following is a DFT calculation (the ωB97M-V functional and the def2-TZVPD basis) of a structure of composition C21H37Br2F8Mg2N4O7S in a non-equilibrium geometry.

Properties
net charge	+1
lowest unoccupied orbital energy	-7.0	eV
HOMO-LUMO gap	0.049	hartree

Each line ends with the Löwdin charge.
Positions of all 82 atoms, in Å:
C 3.78 -2.60 1.08  -0.10
C 2.22 -3.20 1.08  -0.25
N 1.33 -2.06 0.69  -0.05
C -0.14 -2.40 0.60  -0.37
C -0.41 -2.76 -1.01  -0.05
N -0.68 -3.02 -2.27  -0.01
C -0.62 -3.73 1.42  -0.38
S -0.44 -5.29 0.32  0.81
C -2.14 -6.05 0.01  -0.46
C -2.66 -5.89 -1.56  -0.17
C -0.94 -1.02 0.89  -0.31
C -0.09 -0.23 2.10  0.02
N 0.60 0.35 3.03  -0.02
C -0.93 0.07 -0.38  -0.23
N 0.45 0.50 -0.80  -0.08
C -2.48 -1.10 1.38  -0.57
Br -3.70 -2.17 0.17  0.72
C -2.68 -1.48 3.00  -0.25
C -3.97 -2.47 3.27  -0.18
H 3.95 -2.19 2.19  0.09
H 3.92 -1.69 0.37  0.08
H 4.56 -3.47 0.92  0.09
H 2.06 -3.60 2.20  0.14
H 2.17 -4.04 0.28  0.11
H 1.62 -1.82 -0.31  0.12
H -0.08 -3.88 2.48  0.12
H -1.78 -3.76 1.70  0.06
H -2.98 -5.55 0.70  0.09
H -2.16 -7.22 0.23  0.11
H -3.34 -6.83 -1.80  0.09
H -3.30 -4.92 -1.74  0.06
H -1.74 -5.92 -2.29  0.01
H -1.45 1.04 0.07  0.15
H -1.64 -0.27 -1.27  0.12
H 0.47 1.52 -1.09  0.10
H 0.83 -0.06 -1.61  -0.14
H -2.92 0.01 1.31  0.12
H -2.74 -0.50 3.64  0.12
H -1.73 -2.07 3.41  0.11
H -4.99 -2.06 2.87  0.08
H -3.69 -3.56 2.94  0.07
H -4.08 -2.52 4.46  0.10
Mg 1.71 1.42 4.47  0.57
Br 0.51 -0.05 -3.60  0.74
C 0.72 -8.72 -2.16  -0.86
O 1.60 -9.22 -1.43  -0.02
O 0.51 -7.45 -1.84  -0.03
O 0.05 -9.20 -3.10  0.02
H 1.19 -7.49 -1.13  0.09
Mg -0.09 -4.38 -3.86  0.98
C -0.37 1.86 -6.33  -0.27
O 0.10 1.09 -5.36  -0.51
H -0.47 2.94 -6.12  0.07
H 0.19 1.88 -7.28  0.11
H -1.39 1.63 -6.70  0.09
C 3.00 6.11 3.68  -0.06
C 1.72 6.05 4.52  -0.43
C 0.46 6.55 3.80  -0.29
F 0.56 7.85 3.44  0.09
F -0.62 6.46 4.62  0.09
F 1.92 6.72 5.68  0.13
F 1.52 4.74 4.87  -0.02
O 3.85 7.24 3.89  0.04
C 3.51 8.41 3.14  -0.48
C 3.12 9.59 4.04  -0.26
F 2.03 9.30 4.80  0.09
F 2.78 10.68 3.29  0.10
F 2.56 8.09 2.23  0.12
F 4.63 8.72 2.43  0.14
H 3.61 5.25 3.99  0.14
H 2.81 5.93 2.61  0.15
H 0.25 5.95 2.91  0.17
H 3.94 9.87 4.70  0.18
C 0.66 5.61 -7.76  -0.15
O -0.16 4.46 -7.71  -0.15
H 0.56 6.17 -6.83  0.08
H 1.71 5.30 -7.89  0.08
H 0.36 6.24 -8.60  0.08
H -0.04 3.98 -8.55  0.09
O -5.33 -7.05 -2.85  -0.07
H -5.42 -6.66 -3.73  0.05
H -5.70 -7.94 -2.94  0.05



No. 3
The following is a DFT calculation (the ωB97M-V functional and the def2-TZVPD basis) of a structure of composition C21H38CaF8N4O34S8 in a non-equilibrium geometry.

Properties
net charge	-2
lowest unoccupied orbital energy	2.1	eV
HOMO-LUMO gap	0.257	hartree

Each line ends with the Löwdin charge.
Positions of all 114 atoms, in Å:
Ca -8.91 19.05 6.94  1.57
N -8.76 16.85 6.63  -0.50
S -9.36 15.62 7.53  0.49
O -8.42 14.93 8.32  -0.21
O -10.46 14.97 6.92  -0.24
F -10.10 16.59 8.57  -0.20
S -8.20 16.01 5.31  0.50
O -9.18 15.75 4.34  -0.24
O -7.23 15.04 5.65  -0.22
F -7.35 17.23 4.72  -0.20
N -12.25 21.43 15.26  -0.28
S -12.19 21.46 13.62  0.50
O -10.98 21.01 13.01  -0.29
O -13.00 22.46 13.03  -0.26
F -13.07 20.12 13.41  -0.21
S -11.56 22.81 15.68  0.48
O -12.33 23.98 15.44  -0.28
O -10.14 22.89 15.67  -0.30
F -11.83 22.59 17.28  -0.24
N -2.91 18.40 10.16  -0.30
S -1.92 17.80 11.32  0.48
O -2.02 16.39 11.47  -0.28
O -1.76 18.61 12.48  -0.29
F -0.56 18.05 10.53  -0.21
S -4.14 18.98 10.98  0.45
O -4.01 20.35 11.36  -0.30
O -4.75 18.10 11.92  -0.29
F -5.23 19.05 9.81  -0.23
N -9.55 19.56 8.98  -0.47
S -8.73 18.99 10.34  0.54
O -9.40 17.97 11.06  -0.21
O -7.80 19.83 10.97  -0.20
F -7.77 18.07 9.38  -0.23
S -10.74 20.29 9.76  0.47
O -10.37 21.48 10.43  -0.24
O -11.80 19.49 10.23  -0.21
F -11.41 20.93 8.39  -0.22
C -7.01 22.86 11.90  -0.08
C -8.34 23.09 12.61  -0.07
O -8.67 24.45 12.22  0.09
C -8.01 24.73 11.10  -0.61
O -8.14 25.74 10.47  0.11
O -7.15 23.74 10.78  0.04
H -6.92 21.80 11.66  0.10
H -6.11 23.10 12.47  0.14
H -8.38 22.93 13.69  0.13
H -9.14 22.49 12.19  0.09
C -12.90 25.12 8.56  -0.03
C -11.94 25.71 9.59  -0.32
C -12.33 27.16 9.97  -0.10
O -12.28 27.17 11.39  0.05
C -12.23 25.89 11.86  -0.54
O -12.28 25.59 12.98  0.21
O -12.10 25.02 10.82  0.09
H -12.66 25.52 7.57  0.08
H -13.92 25.47 8.79  0.08
H -12.92 24.04 8.52  0.08
H -10.93 25.72 9.20  0.14
H -13.32 27.45 9.62  0.12
H -11.59 27.87 9.59  0.13
C -8.46 23.07 8.00  0.04
O -9.24 23.30 6.79  0.03
C -9.35 22.34 5.93  -0.61
O -9.25 21.15 6.21  -0.07
O -9.53 22.73 4.70  0.05
C -9.56 24.13 4.41  -0.01
H -8.31 24.02 8.50  0.09
H -7.51 22.62 7.72  0.12
H -8.98 22.42 8.70  0.08
H -9.78 24.22 3.35  0.10
H -8.59 24.60 4.58  0.11
H -10.37 24.63 4.94  0.10
C -11.03 13.28 11.89  -0.04
O -9.75 13.84 11.70  -0.01
C -8.73 13.28 12.36  -0.61
O -8.77 12.28 13.01  0.13
O -7.61 13.97 12.23  0.04
C -7.52 15.09 11.36  -0.05
H -11.13 12.86 12.89  0.10
H -11.23 12.46 11.20  0.10
H -11.79 14.06 11.80  0.08
H -6.85 15.86 11.74  0.10
H -8.41 15.58 10.98  0.06
H -6.98 14.79 10.45  0.09
C -17.48 18.18 14.27  -0.06
C -16.66 16.95 14.60  -0.24
O -15.71 16.67 13.58  0.03
C -14.48 17.16 13.78  -0.60
O -14.18 17.95 14.63  0.14
O -13.67 16.66 12.86  -0.01
C -12.31 17.08 12.89  -0.02
H -16.89 19.07 14.10  0.08
H -18.15 18.37 15.12  0.08
H -18.18 17.94 13.46  0.07
H -17.34 16.11 14.77  0.12
H -16.13 17.04 15.55  0.12
H -11.85 16.68 13.79  0.11
H -12.17 18.16 12.85  0.08
H -11.78 16.64 12.05  0.08
C -13.58 16.45 9.43  -0.05
C -15.03 16.45 9.03  -0.19
O -15.15 16.93 7.66  0.06
C -16.26 17.48 7.23  -0.62
O -16.38 17.91 6.11  0.12
O -17.24 17.46 8.14  -0.03
C -18.44 18.16 7.86  -0.04
H -13.57 15.93 10.39  0.07
H -13.17 17.45 9.56  0.07
H -12.97 15.96 8.67  0.08
H -15.64 16.97 9.77  0.13
H -15.38 15.42 8.94  0.13
H -19.26 17.65 8.35  0.09
H -18.57 18.29 6.79  0.09
H -18.35 19.17 8.27  0.10



Which formula does entry 2 have? C21H37Br2F8Mg2N4O7S